No. 1
C6H10O | ωB97M-V with the def2-TZVPD basis set

Each line ends with the Mulliken charge.
Geometry (Å):
O  2.346  -0.709  -0.046  -0.47
C  1.172  -0.198  0.315  0.53
C  0.029  -1.172  0.377  -0.67
C  -1.327  -0.544  0.051  -0.57
C  -1.192  0.303  -1.226  -1.11
C  -0.030  1.863  0.775  -0.94
C  1.165  1.122  0.747  -0.14
H  2.219  -1.626  -0.330  0.36
H  -0.135  0.595  -1.350  0.33
H  0.078  -1.621  1.386  0.32
H  0.236  -2.007  -0.312  0.44
H  -1.667  0.079  0.880  0.35
H  -2.028  -1.375  -0.071  0.42
H  -1.443  -0.287  -2.106  0.36
H  -1.814  1.206  -1.202  0.25
H  0.218  2.895  1.113  0.20
H  2.175  1.476  0.998  0.33

## Properties
Charge: 0
LUMO level: -0.2 eV
Relative energy (zero: lowest compared OMol25 entry of this formula, charge and spin): 88.4 kcal/mol
Maximum force: 1.06 eV/A
DFT total energy: -8427.407 eV
2S+1: 1
Kohn-Sham gap: 7.36 eV


No. 2
C14H16 | ωB97M-V with the def2-TZVPD basis set

Each line ends with the Mulliken charge.
Geometry (Å):
C  3.885  0.833  -1.129  -1.39
C  2.929  0.774  -0.018  1.00
C  2.989  -0.388  0.763  -0.45
C  1.942  -0.590  1.710  -0.52
C  0.944  0.418  1.862  -0.44
C  1.039  1.647  1.220  -0.78
C  2.093  1.796  0.268  -0.49
H  4.260  1.928  -1.284  0.31
H  3.492  0.466  -2.060  0.26
H  4.759  0.322  -0.855  0.42
H  3.716  -1.197  0.711  0.32
H  1.831  -1.528  2.203  0.43
H  0.180  0.321  2.648  0.36
H  0.292  2.442  1.192  0.60
H  2.336  2.734  -0.161  0.39
C  -1.766  1.404  -0.333  -1.00
C  -2.209  -0.044  -0.500  0.48
C  -1.424  -1.028  0.101  0.18
C  -1.945  -2.329  0.124  -0.63
C  -3.118  -2.596  -0.542  -0.44
C  -3.834  -1.635  -1.226  -0.52
C  -3.381  -0.301  -1.138  -0.65
H  -2.406  2.105  -0.847  0.40
H  -0.665  1.601  -0.749  0.11
H  -1.845  1.625  0.745  0.21
H  -0.436  -0.831  0.509  0.26
H  -1.328  -3.113  0.546  0.38
H  -3.517  -3.565  -0.563  0.40
H  -4.803  -1.674  -1.755  0.30
H  -4.009  0.404  -1.444  0.50

## Properties
Charge: 0
LUMO level: 0.9 eV
Relative energy (zero: lowest compared OMol25 entry of this formula, charge and spin): 37.0 kcal/mol
Maximum force: 4.85 eV/A
DFT total energy: -14776.161 eV
2S+1: 1
Kohn-Sham gap: 9.83 eV


No. 3
C17H28N2SiSn | ωB97M-V with the def2-TZVPD basis set

Each line ends with the Mulliken charge.
Geometry (Å):
C  4.182  1.241  -2.130  -0.48
C  3.604  1.315  -3.544  -0.84
H  4.321  2.254  -1.723  0.29
H  5.175  0.785  -2.211  0.30
H  3.612  0.672  -1.394  -0.11
H  2.563  1.627  -3.625  0.19
H  4.214  2.041  -4.096  0.35
H  3.700  0.349  -4.068  0.27
C  -0.572  1.537  2.742  -0.25
C  -1.307  1.956  3.861  -0.81
C  -2.671  2.188  3.703  -0.50
C  -3.249  1.962  2.456  -0.61
H  0.497  1.365  2.813  0.46
H  -0.783  2.100  4.789  0.41
H  -3.268  2.549  4.534  0.42
H  -4.312  2.162  2.284  0.29
N  -1.127  1.343  1.532  0.14
C  -2.465  1.501  1.371  0.42
C  -2.994  1.204  0.014  0.55
N  -2.130  0.767  -0.956  0.19
C  -2.711  0.390  -2.125  -0.08
C  -4.908  1.129  -1.498  -0.49
C  -4.053  0.597  -2.447  -0.77
H  -2.082  -0.094  -2.871  0.34
H  -4.399  0.343  -3.444  0.39
C  -4.359  1.408  -0.256  -0.60
H  -4.956  1.816  0.541  0.24
H  -5.960  1.326  -1.696  0.44
Sn  0.303  0.460  -0.462  0.44
C  0.432  -0.258  -2.543  -1.67
H  0.115  0.525  -3.228  0.42
H  -0.231  -1.106  -2.671  0.48
H  1.453  -0.542  -2.808  0.30
C  2.666  -2.216  -0.293  -0.43
Si  1.413  -2.225  1.126  0.04
C  1.210  -3.985  1.765  -0.98
C  2.032  -1.130  2.533  -0.96
C  -0.224  -1.483  0.504  -0.97
H  3.604  -2.656  0.081  0.34
H  2.927  -1.236  -0.721  -0.18
H  2.337  -2.850  -1.131  0.31
H  2.178  -4.362  2.132  0.28
H  0.499  -4.057  2.603  0.29
H  0.864  -4.684  0.988  0.30
H  2.279  -0.093  2.257  0.29
H  1.307  -1.075  3.359  0.32
H  2.948  -1.586  2.939  0.35
H  -0.739  -2.071  -0.270  0.48
H  -0.933  -1.203  1.288  0.41

## Properties
Charge: 0
LUMO level: -0.6 eV
Relative energy (zero: lowest compared OMol25 entry of this formula, charge and spin): 0.0 kcal/mol
Maximum force: 1.91 eV/A
DFT total energy: -34772.149 eV
2S+1: 1
Kohn-Sham gap: 5.56 eV


- The lowest Kohn-Sham gap belongs to which entry?
  C17H28N2SiSn